This record from the Open Molecules 2025 dataset describes a structure of composition C64H73BaF5N2O5SSe at a distorted geometry. The level of theory is ωB97M-V/def2-TZVPD.

Structure (XYZ):
```
152
C64H73BaF5N2O5SSe (ωB97M-V/def2-TZVPD)
C 2.57579 -2.95121 0.26958
H 2.39641 1.13550 -3.35147
C -1.56629 3.49532 -5.99841
H 0.78758 -4.16062 -0.97928
C -2.58811 5.54558 -5.29930
H 3.12129 0.60628 -5.63587
C -4.59171 -5.42130 -0.21918
H -8.42028 0.85143 1.64723
C 7.80253 0.55278 0.45929
H -3.55258 0.22404 6.68692
H 7.00437 -0.00955 -0.02346
H 4.00184 -0.57550 2.16034
H 5.51453 -2.22686 3.00851
H 0.07018 1.07097 6.56876
C 6.39938 2.62082 2.83201
H -5.35933 -6.20045 -0.21665
C -6.94467 0.48681 0.11462
H 6.44280 1.13157 -2.02511
S 3.93633 3.67409 1.38752
C -4.26998 -4.99422 -1.65848
C -1.00372 3.24917 -4.73614
C 3.59428 -2.31275 0.96944
C 0.43002 3.99425 0.65412
H 2.41989 0.77132 3.09995
H -3.66120 -0.40515 -3.68177
F -1.35614 2.63045 -7.00092
F -2.26455 6.26906 -3.08674
O 2.66348 1.21500 -0.87581
C -7.38262 1.12297 1.43577
H 5.96318 -4.79022 1.51749
N 4.85786 1.80107 -0.32267
H -6.95370 -1.52504 -0.72567
H 6.99634 3.54522 2.83524
C -1.38155 1.30752 4.20268
H -3.44784 -5.89122 -3.45364
H -6.05223 -3.75936 -1.83239
C 1.80979 0.78651 2.19307
C -3.17780 0.32452 5.66417
C -2.77228 1.33366 -0.94928
C 0.78400 -1.68200 -3.02034
C -2.57687 2.95361 0.97618
C -7.16180 -1.03109 0.22410
H -1.24781 0.46182 7.57676
H -4.46207 -2.40655 -2.69463
C -1.27423 4.23548 -3.77769
C 1.28406 -2.45196 0.17426
H -2.08305 0.28853 -3.22406
H -6.49112 -1.45404 0.97428
H 6.90870 -2.58578 1.96770
C 0.41638 1.21211 2.56617
H 5.43655 2.86066 3.26981
C -7.83487 1.04747 -1.00705
C 4.95217 -4.37449 1.46970
H 8.15577 2.58254 1.11306
H 4.49936 -4.44654 2.46085
C -2.16755 1.95486 3.25282
C 4.99637 -2.90682 1.01301
H 8.04005 0.07238 1.40877
F -3.33441 6.63266 -5.56835
C -2.32372 4.61134 -6.28450
C 3.25560 -1.11787 1.58929
C 3.86261 0.70351 -4.85194
C -1.01579 -3.05850 -1.10421
H -2.74204 -6.52168 -1.96337
H 7.14303 2.41940 -0.32995
C 1.99185 -0.55729 1.49983
O 0.26776 2.57113 0.60223
H -2.95696 3.06311 5.60116
C -2.05082 5.34688 -4.04179
H 1.27151 -0.89341 -3.59318
H 5.00223 -3.36910 -1.11433
C -1.89177 1.16008 5.63596
C -2.18580 2.56500 6.18855
H -6.75907 0.77452 2.26152
C 3.86877 1.43654 -1.13357
C -5.48222 0.78315 -0.21428
C 0.25410 -3.42899 -0.36146
C -1.67381 2.30549 2.00459
H -0.20887 4.43935 1.41763
F -2.80489 4.81584 -7.52681
H -2.99109 -0.67191 5.25987
H -6.27603 -5.44974 -2.30631
C -0.11873 0.88368 3.80794
C -1.23731 -1.91036 -1.86543
C -0.33266 2.03449 1.72807
C 5.61816 -2.83307 -0.39014
C 5.21304 0.55234 -5.12842
H -3.19740 2.20899 3.48327
C -3.37600 1.93523 0.18552
H -1.81757 -4.92029 -0.47966
H 5.98012 -1.10250 1.72391
C 4.95980 2.46415 0.81129
C 0.95475 -1.19632 0.76412
H 1.53505 -2.20973 -2.42698
C -2.93903 -0.28702 -2.87145
H 1.46606 4.22573 0.88245
C 7.34960 1.99694 0.65354
N 6.16021 2.17342 1.47533
H 6.57449 0.60371 3.58979
F -0.72138 4.16640 -2.56543
H 8.13680 1.40226 3.34517
H -1.28525 3.18090 6.15072
H 8.69100 0.52257 -0.17804
C 5.72383 1.00480 -2.82128
H -5.48308 -0.45853 -1.96670
H -0.09397 -3.98310 0.51768
H 0.30745 -2.37775 -3.71405
H -8.89522 0.86336 -0.80219
H -8.19628 -1.25154 0.50755
C -2.02809 -4.01130 -1.03473
H 6.62116 -3.27274 -0.39431
H -1.98770 3.51942 0.25554
C 6.14344 0.70875 -4.10821
C -2.51943 -1.64175 -2.35278
C -5.58438 -4.60461 -2.34064
H -7.67634 2.12323 -1.10183
H 0.49979 0.29250 4.47148
H 2.23909 1.55526 1.54693
H -3.95727 0.79008 5.05949
H 4.36347 -4.98635 0.78511
C 5.90411 -2.15514 1.99022
H 0.17220 4.39963 -0.32391
C -3.25955 -3.85215 -1.65626
H -4.37327 -7.02159 -2.44792
H 5.68776 -1.79349 -0.71853
H 7.20136 0.59345 -4.31584
Se 0.08023 1.77562 -4.41257
H -5.08519 2.12484 1.42200
C 4.36716 1.13609 -2.52984
C -4.89393 0.20650 -1.34107
C -4.68451 1.64136 0.53642
H -0.64011 -0.51799 6.23569
H -7.31792 2.21142 1.38438
C 3.44705 0.98843 -3.55994
C -3.67015 -6.18325 -2.42531
C 7.10445 1.55454 3.66899
H -3.70900 -5.81022 0.28942
H 5.54422 0.32361 -6.13493
H 2.77913 -3.90705 -0.20824
H -2.52436 2.50443 7.22753
C -3.49500 -2.63102 -2.26420
H -5.42040 -4.34145 -3.38701
Ba 0.35915 0.85262 -0.83076
O -0.19323 -1.05526 -2.19281
C -0.86098 0.50209 6.55548
O -1.55903 1.59321 -1.30424
O -0.21190 -0.66499 0.63030
H -7.58013 0.58732 -1.96238
H -3.27019 3.62934 1.48306
H -4.96057 -4.56667 0.35072
H 7.11859 1.85780 4.71798
C -3.58185 0.44452 -1.70381
```

Results
orbital gap: 5.72 eV
multiplicity: 1
E_LUMO: 3.673 eV
HOMO level: -2.04 eV
total charge: -2